No. 1
The following is a quantum chemistry calculation of 2 unconnected molecules or ions with the total composition C6H10O, from OMol25.

**Max |F|**: 0.58 eV Å⁻¹
**Relative energy (zero: lowest compared OMol25 entry of this formula, charge and spin)**: 41.8 kcal/mol
**SMILES**: C#CC(=O)CC.C
**E_LUMO**: 0.30 eV
**Net charge**: 0
**Gap between HOMO and LUMO**: 0.388 Eh

Positions of all 17 atoms, in Å:
C -1.053 1.494 1.676
C -0.027 0.959 0.671
C 0.108 -0.539 0.821
C 1.747 -0.489 -2.017
O 1.019 -1.071 1.419
C -0.971 -1.336 0.226
C -1.857 -1.975 -0.282
H -1.149 2.580 1.585
H -0.744 1.261 2.700
H -2.039 1.048 1.503
H 0.960 1.398 0.848
H -0.342 1.196 -0.353
H 2.173 -1.097 -2.818
H 0.656 -0.489 -2.110
H 2.123 0.534 -2.093
H 2.033 -0.912 -1.051
H -2.635 -2.560 -0.726

---

No. 2
The following is a quantum chemistry calculation of 6 unconnected molecules or ions with the total composition C4H21NO6, from OMol25.

**Max |F|**: 3.46 eV Å⁻¹
**Relative energy (zero: lowest compared OMol25 entry of this formula, charge and spin)**: 65.0 kcal/mol
**SMILES**: CNC[C@@H](C)O.O.O.O.O.O
**E_LUMO**: 0.57 eV
**Net charge**: 0
**Gap between HOMO and LUMO**: 0.377 Eh

Positions of all 32 atoms, in Å:
C -0.492 -2.083 0.187
N -1.507 -1.462 1.095
C -2.135 -0.314 0.348
C -1.194 0.950 0.365
C -0.500 1.252 -0.946
O -1.898 2.055 0.851
H -0.018 -2.977 0.430
H -0.986 -2.391 -0.839
H 0.372 -1.407 -0.017
H -2.117 -2.241 1.297
H -3.093 -0.004 0.900
H -2.415 -0.549 -0.655
H -0.329 0.688 1.075
H -0.049 2.238 -1.207
H -1.198 1.214 -1.761
H 0.200 0.534 -1.336
H -2.426 2.300 0.077
H 0.050 1.058 2.361
H 0.081 1.881 3.698
O 0.580 1.193 3.169
H 3.608 -0.050 0.082
H 2.366 0.125 0.804
O 2.830 0.525 0.073
H -0.687 -1.372 -3.893
H -0.392 -0.678 -2.515
O -0.321 -0.577 -3.533
H 1.573 -0.201 2.710
H 1.253 -1.662 2.331
O 1.778 -0.886 2.117
H 2.286 0.627 -1.688
H 2.294 1.519 -2.982
O 2.486 0.695 -2.598

---

No. 3
The following is a quantum chemistry calculation of 6 unconnected molecules or ions with the total composition C22H39B2O17, from OMol25.

**Max |F|**: 0.56 eV Å⁻¹
**E_LUMO**: 1.67 eV
**Net charge**: -1
**Gap between HOMO and LUMO**: 0.225 Eh

Positions of all 80 atoms, in Å:
B 4.243 -6.471 -0.396
B 4.380 -4.911 -1.072
O 5.397 -4.500 -1.986
O 3.609 -3.785 -0.729
C 2.358 -3.900 -0.087
C 1.304 -4.546 -0.979
H 5.090 -6.484 0.509
H 3.143 -6.732 0.094
H 4.545 -7.334 -1.218
H 5.962 -3.826 -1.595
H 2.056 -2.881 0.184
H 2.471 -4.478 0.837
H 0.293 -4.216 -0.714
H 1.481 -4.255 -2.019
H 1.357 -5.632 -0.915
C 3.571 -2.363 -3.657
C 2.700 -3.036 -4.676
C 2.764 -2.504 -6.096
O 1.433 -2.734 -6.587
C 0.599 -2.754 -5.521
O -0.592 -2.721 -5.594
O 1.299 -2.788 -4.379
H 3.458 -2.834 -2.681
H 4.617 -2.492 -3.939
H 3.314 -1.305 -3.595
H 2.833 -4.121 -4.671
H 3.471 -3.020 -6.739
H 2.952 -1.426 -6.098
C -1.849 -0.415 -1.649
C -0.443 0.114 -1.687
C 0.647 -0.919 -1.894
O 1.753 -0.335 -1.189
C 1.279 0.489 -0.254
O 1.919 1.016 0.607
O -0.060 0.678 -0.411
H -2.570 0.387 -1.498
H -2.068 -0.909 -2.597
H -1.952 -1.144 -0.845
H -0.337 0.916 -2.426
H 0.917 -1.077 -2.931
H 0.399 -1.876 -1.427
C 0.024 3.338 1.881
C -0.256 2.982 3.310
C -0.003 1.529 3.673
O -0.969 1.303 4.713
C -1.981 2.175 4.544
O -3.014 2.140 5.141
O -1.668 3.096 3.612
H -0.196 4.385 1.675
H 1.074 3.136 1.666
H -0.567 2.707 1.217
H 0.263 3.644 4.009
H 0.990 1.318 4.058
H -0.225 0.869 2.832
C -6.282 1.628 5.191
C -7.220 2.590 5.858
C -6.714 3.207 7.151
O -7.924 3.436 7.880
C -8.859 2.562 7.432
O -9.916 2.383 7.948
O -8.418 1.930 6.326
H -6.715 1.224 4.277
H -5.353 2.143 4.946
H -6.043 0.803 5.863
H -7.546 3.378 5.172
H -6.188 4.148 7.027
H -6.094 2.497 7.705
C 1.771 4.345 -0.999
C 2.089 3.931 -2.410
C 0.911 3.838 -3.367
O 1.313 2.792 -4.255
C 2.191 1.996 -3.593
O 2.551 0.924 -3.955
O 2.563 2.574 -2.433
H 2.673 4.364 -0.391
H 1.331 5.345 -1.000
H 1.063 3.644 -0.554
H 2.877 4.553 -2.847
H 0.717 4.740 -3.942
H 0.005 3.523 -2.841